[1]
Molecular formula: C4H7O5PS
Method: DFT, ωB97M-V/def2-TZVPD

Geometry as XYZ:
```
18
Properties=species:S:1:pos:R:3
C 1.6587 -1.2564 -0.7151
C 0.8848 -1.3565 0.3418
C 1.8150 -0.1380 -1.6817
C -3.0156 0.2101 0.7553
O -0.5399 -0.0161 2.3949
O -0.3275 2.5638 -0.2282
O 1.8653 1.5771 0.4550
O 0.8368 0.7995 -1.6699
O -1.8587 -0.5122 0.2258
P -0.3007 -0.1445 0.9724
S 0.5833 1.4694 -0.1650
H 2.4919 -1.9082 -0.6341
H 0.9868 -2.0861 1.1645
H 2.7606 0.4396 -1.5171
H 1.9951 -0.6614 -2.7227
H -2.6658 0.3906 1.8625
H -3.8209 -0.5005 0.8430
H -3.3490 1.1300 0.3186
```

The molecular weight is 198.14 g/mol. Its spin multiplicity is 1. As for the structure (SMILES): CO[P@@]1(=O)C=CCOS1(=O)=O. The energy relative to the best compared isomer or geometry (same formula, charge and spin) is 134.8 kJ/mol. For the HOMO-LUMO gap, the calculation gives 10.5 eV.

[2]
Molecular formula: C3H4I2
Method: DFT, ωB97M-V/def2-TZVPD

Geometry as XYZ:
```
9
Properties=species:S:1:pos:R:3
C -0.6700 0.0092 0.7238
C -0.5631 -0.1110 -0.7186
C 0.6661 0.2089 0.0533
I 1.6647 1.9965 -0.0653
I 2.1469 -1.7121 0.1542
H -0.9696 0.9141 1.1088
H -0.9147 -0.8513 1.3562
H -0.4004 -1.1004 -1.1893
H -0.9599 0.6461 -1.4231
```

The molecular weight is 293.87 g/mol. Its spin multiplicity is 1. The energy relative to the best compared isomer or geometry (same formula, charge and spin) is 74.7 kJ/mol. For the HOMO-LUMO gap, the calculation gives 8.6 eV.

[3]
Molecular formula: C38H44N2ORuS3
Method: DFT, ωB97M-V/def2-TZVPD

Geometry as XYZ:
```
89
Properties=species:S:1:pos:R:3
Ru -0.6349 0.4203 0.7937
C -4.0705 1.0876 0.7079
C -2.9164 0.4950 1.4658
C -2.2025 1.3002 2.3927
C -2.6120 2.7184 2.6622
C -1.0775 0.7481 3.0617
C -0.2740 1.6363 3.9677
C -0.7721 -0.6420 2.9115
C 0.3163 -1.2824 3.7252
C -1.6318 -1.4910 2.1460
C -1.4030 -2.9671 2.1569
C -2.6911 -0.9186 1.4099
C -3.6696 -1.7600 0.6476
H -4.9577 1.0975 1.3454
H -4.3241 0.5034 -0.1707
H -3.8766 2.1156 0.4121
H -1.9964 3.4423 2.1261
H -2.5081 2.9347 3.7247
H -3.6486 2.8946 2.3938
H -0.2523 2.6616 3.6072
H 0.7518 1.3048 4.0925
H -0.7346 1.6464 4.9599
H 0.9942 -1.8720 3.1095
H -0.1425 -1.9746 4.4341
H 0.8921 -0.5754 4.3060
H -1.9962 -3.4148 2.9591
H -0.3650 -3.2238 2.3390
H -1.6949 -3.4312 1.2252
H -3.6613 -1.5323 -0.4193
H -4.6788 -1.5548 1.0097
H -3.4907 -2.8207 0.7685
S 4.2494 -0.0875 3.8254
C 5.8365 -0.0017 4.3966
C 6.6628 0.6947 3.5384
C 5.9870 1.1619 2.4074
C 4.6417 0.8213 2.3990
C 3.6606 1.1470 1.4008
C 2.3172 0.7049 1.5473
N 1.3619 0.9670 0.6798
C 1.6555 1.7022 -0.4324
C 2.9512 2.1852 -0.6762
C 3.1898 2.9600 -1.8655
C 2.1879 3.2278 -2.7356
C 0.8557 2.7451 -2.4913
C -0.2215 3.0073 -3.3397
C -1.4971 2.5181 -3.0431
C -1.6440 1.7505 -1.8551
N -0.6408 1.4980 -1.0334
C 0.6030 1.9807 -1.3356
C -2.6299 2.7911 -3.8915
C -3.9661 2.3567 -3.7432
C -4.7971 2.8138 -4.7423
C -4.1068 3.6140 -5.6777
S -2.4782 3.7889 -5.3190
C 3.9505 1.8972 0.2610
H 6.1034 -0.4602 5.3313
H 7.7076 0.8514 3.7348
H 6.4690 1.7250 1.6313
H 2.0325 0.1046 2.3994
H 4.1848 3.3319 -2.0466
H 2.3715 3.8164 -3.6210
H -0.0461 3.6019 -4.2259
H -2.6063 1.3483 -1.5704
H -4.3068 1.7347 -2.9362
H -5.8500 2.6040 -4.8280
H -4.5302 4.0905 -6.5459
H 4.9472 2.2690 0.0899
C -0.5761 -4.9805 -0.9110
C -0.6559 -4.4300 -2.3231
C -1.2315 -3.0219 -2.4264
S -0.2543 -1.5441 -2.0032
O -0.2504 -1.3698 -0.4599
C 1.4414 -1.8945 -2.5379
C 2.3331 -2.8143 -1.7085
C 2.9112 -2.1459 -0.4729
H 0.0072 -5.8987 -0.8861
H -1.5705 -5.2228 -0.5388
H -0.1150 -4.2697 -0.2274
H -1.3195 -5.0622 -2.9222
H 0.3093 -4.4831 -2.8247
H -2.1137 -2.8990 -1.7915
H -1.5402 -2.8053 -3.4504
H 1.9005 -0.9068 -2.6310
H 1.2930 -2.2654 -3.5542
H 3.1512 -3.1126 -2.3745
H 1.8187 -3.7308 -1.4344
H 3.5732 -1.3255 -0.7469
H 3.4958 -2.8607 0.0980
H 2.1155 -1.7645 0.1688
```

The molecular weight is 742.05 g/mol. Its spin multiplicity is 5. For the HOMO-LUMO gap (spin up / spin down), the calculation gives 5.8 / 3.5 eV. Its total charge is +4.